Below is C21H28BBrF6IN3O6PS2 as an isolated structure at a distorted geometry, with properties calculated with ωB97M-V/def2-TZVPD.

The geometry in XYZ format:
```
70
Properties=species:S:1:pos:R:3:nbo_charge:R:1
C -1.63 -5.26 -3.19 -0.39
C -0.64 -4.27 -2.63 -0.23
C -0.89 -3.31 -1.32 -0.49
C -1.35 -1.74 -1.65 -0.12
N -0.35 -1.12 -2.52 -0.72
S -0.40 -1.23 -4.21 1.98
O 0.14 0.02 -5.01 -0.82
O 0.48 -2.37 -4.88 -0.80
C -2.11 -1.46 -5.03 0.80
F -2.06 -1.11 -6.50 -0.28
F -2.62 -2.84 -4.96 -0.31
F -3.17 -0.59 -4.41 -0.33
C 0.66 -0.27 -1.88 -0.21
S 1.93 -1.10 -0.78 -0.04
C -0.22 0.94 -1.12 0.05
I -1.52 1.92 -2.68 0.23
C 0.89 2.07 -0.97 -0.55
C 0.53 3.54 -0.40 -0.49
C 1.66 4.59 -1.05 0.25
F 1.53 5.05 -2.46 -0.33
C 2.85 5.02 -0.22 0.68
F 3.94 4.09 0.19 -0.31
F 3.01 6.45 0.22 -0.31
N -1.15 0.49 -0.08 -0.76
Br -2.52 1.86 -0.23 0.46
P -0.75 0.81 1.67 1.24
C -1.46 2.47 2.32 -1.00
O 1.01 1.00 1.90 -0.95
C -1.81 -0.91 -0.27 0.61
C -1.88 -1.81 1.08 -0.62
C -0.49 -2.37 1.77 -0.27
C -0.62 -2.87 3.20 -0.38
O -3.19 -0.45 -0.69 -0.82
B -4.31 -1.27 -0.38 1.35
O -4.76 -2.35 -1.31 -0.91
O -5.10 -1.04 0.88 -0.92
H -2.16 -5.94 -2.36 0.22
H -1.80 -5.40 -4.35 0.25
H 0.42 -4.27 -3.12 0.24
H -1.75 -3.92 -0.76 0.24
H 0.14 -3.35 -0.72 0.23
H -2.29 -1.95 -2.35 0.30
H 1.33 0.24 -2.74 0.32
H 2.46 -2.16 -1.57 0.21
H 1.28 2.29 -2.08 0.29
H 1.90 1.75 -0.41 0.28
H 0.79 3.54 0.77 0.25
H -0.53 3.97 -0.64 0.27
H -1.15 3.43 1.76 0.25
H -2.62 2.42 2.60 0.29
H -0.94 2.58 3.40 0.27
H 1.27 0.13 2.33 0.53
H -2.43 -2.87 0.96 0.29
H -2.51 -1.34 1.98 0.30
H 0.55 -2.51 1.29 0.25
H -1.65 -3.28 3.59 0.23
H 0.37 -2.89 3.82 0.24
H -5.47 -2.89 -0.85 0.50
H -6.04 -1.40 0.74 0.50
N 3.11 1.01 4.31 -0.45
C 2.88 2.27 3.87 0.03
C 3.85 3.25 3.76 -0.26
C 5.15 2.92 4.14 -0.15
C 5.43 1.64 4.60 -0.26
C 4.39 0.73 4.67 0.03
H 1.85 2.47 3.59 0.19
H 3.61 4.24 3.40 0.22
H 5.94 3.66 4.07 0.23
H 6.43 1.35 4.90 0.23
H 4.55 -0.29 5.02 0.20
```

- Total charge: +1
- Gap between HOMO and LUMO: 5.31 eV